(1)
Density functional theory data (the ωB97M-V functional and the def2-TZVPD basis) for a molecular structure, C43H39BrN5O4RuS3.

Last column: Löwdin spin population.
Cartesian coordinates (Å):
Ru -0.7916 -2.0510 0.8394  0.58
O -2.9052 -4.6984 4.6757  0.00
C -2.8376 -5.7339 3.8065  0.00
C -3.6288 -6.8693 3.9431  0.00
C -3.5191 -7.9023 3.0289  0.00
C -2.6317 -7.8175 1.9601  0.00
C -1.8622 -6.6818 1.8116  0.00
C -1.9479 -5.6357 2.7300  0.00
C -1.1394 -4.4320 2.5721  0.00
O -0.5598 -4.1617 1.5278  0.00
N -3.1700 -2.8796 1.2839  0.22
N -2.8586 -1.6701 0.9631  0.06
C -3.4805 -0.6963 0.3906  0.05
C -2.5860 0.4609 0.1670  0.00
Br -1.2105 -2.4166 -1.6135  -0.01
C -2.5940 1.4117 -1.0120  0.00
C -3.6970 2.4393 -1.0562  0.00
C -3.9338 3.1085 -2.2551  0.00
C -4.9206 4.0766 -2.3426  0.00
C -5.6946 4.3792 -1.2306  0.00
C -5.4755 3.7084 -0.0378  0.00
C -4.4793 2.7453 0.0502  0.00
H -3.5464 -4.8879 5.3687  0.00
H -4.3305 -6.9358 4.7672  0.00
H -4.1329 -8.7851 3.1525  0.00
H -2.5522 -8.6300 1.2516  0.00
H -1.1738 -6.5777 0.9827  0.00
H -1.0357 -3.7858 3.4536  0.00
H -3.9741 -3.2575 0.7709  0.02
H -4.5428 -0.7038 0.1770  0.00
H -2.6719 0.8015 -1.9100  0.00
H -3.3351 2.8659 -3.1268  0.00
H -5.0887 4.5907 -3.2800  0.00
H -6.4717 5.1293 -1.2989  0.00
H -6.0840 3.9337 0.8285  0.00
H -4.3169 2.2291 0.9883  0.00
S -0.0363 -1.2612 4.6870  0.00
C 0.6479 -0.1918 3.6449  0.00
N 0.5126 -0.2236 2.2864  0.00
C 1.0707 0.8050 1.6920  0.00
C 1.0781 1.0120 0.2091  0.00
C 1.7624 2.2668 -0.2036  0.00
C 2.3977 3.0768 0.6573  0.00
C 2.4070 2.8088 2.0674  0.00
C 1.7597 1.7190 2.5500  0.00
S 1.6153 1.1794 4.1996  0.00
H 1.6849 0.1727 -0.1684  0.00
H 1.7753 2.4877 -1.2640  0.00
H 2.9107 3.9552 0.2883  0.00
H 2.9190 3.4797 2.7454  0.00
C 6.5975 1.9325 1.1234  0.00
C 7.9430 1.2947 0.8886  0.00
O 8.9775 1.7671 1.2676  0.00
S 8.0273 -0.1911 -0.1351  0.00
C 6.3637 -0.8147 -0.0932  0.01
C 5.9020 -1.4645 1.0500  0.00
C 4.5918 -1.9006 1.1213  0.01
C 3.7158 -1.7088 0.0437  0.00
C 4.2135 -1.1134 -1.1207  0.01
C 5.5225 -0.6643 -1.1876  0.00
C 2.3279 -2.0189 0.1748  0.04
C 1.1432 -2.1574 0.4232  -0.01
H 6.6588 2.5624 2.0092  0.00
H 5.7927 1.2094 1.2236  0.00
H 6.3838 2.5633 0.2575  0.00
H 6.5719 -1.6045 1.8887  0.00
H 4.2209 -2.3785 2.0182  0.00
H 3.5607 -0.9949 -1.9774  0.00
H 5.8899 -0.1792 -2.0828  0.00
C 0.4204 0.0234 -4.3009  0.00
C -0.7754 0.7892 -3.7510  0.00
N -0.4472 2.1598 -3.3579  0.00
C 0.0055 3.0242 -4.4533  0.00
C 1.5052 3.2887 -4.4148  0.00
C -0.6604 2.7923 -2.1720  0.00
O -0.4207 3.9880 -2.0695  0.00
C -1.1376 2.0354 -0.9216  0.00
C -1.1152 2.9512 0.2721  0.00
C -1.4530 2.3916 1.4300  0.00
C -1.8699 0.9776 1.3941  0.00
N -1.1937 0.0943 0.4126  0.00
C -0.3037 0.7867 -0.4930  0.00
H 0.1091 -0.9976 -4.5190  0.00
H 1.2230 -0.0213 -3.5617  0.00
H 0.8109 0.4694 -5.2159  0.00
H -1.1658 0.2216 -2.9198  0.00
H -1.5671 0.8308 -4.5076  0.00
H -0.5253 3.9725 -4.3788  0.00
H -0.2790 2.5393 -5.3876  0.00
H 1.7721 3.7536 -3.4659  0.00
H 1.7851 3.9723 -5.2173  0.00
H 2.0765 2.3678 -4.5330  0.00
H -0.8156 3.9805 0.1468  0.00
H -1.4601 2.9199 2.3740  0.00
H -2.0971 0.4807 2.3285  0.00
H -0.1502 0.1128 -1.3294  0.00

The calculation puts the HOMO-LUMO gap (spin up / spin down) at 5.83 / 5.66 eV. The LUMO energy (spin up / spin down) is -1.634 / -1.638 eV. The spin multiplicity is 2. The HOMO energy (spin up / spin down) is -7.5 / -7.3 eV. The value obtained for the relative energy (zero: lowest compared OMol25 entry of this formula, charge and spin) is 105.5 kcal/mol.

=====

(2)
Density functional theory data (the ωB97M-V functional and the def2-TZVPD basis) for a molecular structure, C43H39CoN7O2P2.

Last column: Löwdin spin population.
Cartesian coordinates (Å):
Co 0.1308 -0.5058 -0.3581  0.98
C 4.1361 -4.1961 -1.0319  0.00
N 3.0635 -3.5315 -0.3504  0.00
C 2.4283 -3.9461 0.7742  0.00
C 1.4902 -2.9962 1.0632  0.00
N 1.5440 -2.0131 0.1370  0.02
C 2.4977 -2.3509 -0.7153  0.00
P 3.1620 -1.4011 -2.1174  0.00
C 3.1479 0.2167 -1.2890  0.00
N 2.3732 0.5645 -0.2816  0.00
C 2.7338 1.8291 0.0404  0.00
C 3.7311 2.2526 -0.7926  0.00
N 3.9951 1.2183 -1.6320  0.00
C 4.9315 1.2106 -2.7165  0.00
C 1.6179 -1.1113 -3.0271  0.00
N 0.4099 -1.0736 -2.5050  0.01
C -0.4240 -0.7341 -3.5193  0.00
C 0.2942 -0.5710 -4.6681  0.00
N 1.5915 -0.8234 -4.3520  0.00
C 2.7174 -0.6881 -5.2271  0.00
H 4.3251 -5.1566 -0.5596  0.00
H 5.0455 -3.5935 -0.9892  0.00
H 3.8757 -4.3588 -2.0783  0.00
H 2.6849 -4.8569 1.2716  0.00
H 0.7928 -2.9680 1.8746  0.00
H 2.2731 2.3616 0.8487  0.00
H 4.2561 3.1830 -0.8555  0.00
H 5.7497 1.8953 -2.4953  0.00
H 4.4459 1.5252 -3.6436  0.00
H 5.3286 0.2005 -2.8446  0.00
H -1.4789 -0.6156 -3.3727  0.00
H -0.0001 -0.2836 -5.6567  0.00
H 2.4218 -0.9305 -6.2475  0.00
H 3.5082 -1.3709 -4.9104  0.00
H 3.0930 0.3378 -5.2032  0.00
O 1.2046 2.0789 -2.8308  0.01
C 0.4284 2.1705 -1.8796  0.00
O -0.3432 1.2542 -1.4408  0.02
C 0.2929 3.4164 -1.0547  0.00
C 0.5695 4.6853 -1.5386  0.00
C 0.3820 5.7915 -0.7306  0.00
C -0.0436 5.6181 0.5761  0.00
C -0.2948 4.3495 1.0698  0.00
C -0.1586 3.2330 0.2561  0.00
P -0.6024 1.5430 0.8387  0.00
C -0.1801 1.7569 2.6596  0.00
C 0.9957 1.0480 2.9222  0.00
C 1.6014 1.0492 4.1636  0.00
C 1.0426 1.7840 5.1958  0.00
C -0.1339 2.4755 4.9682  0.00
C -0.7459 2.4534 3.7220  0.00
C -2.4232 1.6836 0.6058  0.00
C -2.9832 0.9304 -0.4238  0.00
C -4.3433 0.9523 -0.6688  0.00
C -5.1783 1.7168 0.1288  0.00
C -4.6352 2.4680 1.1550  0.00
C -3.2683 2.4641 1.3842  0.00
H 0.9091 4.7900 -2.5586  0.00
H 0.5637 6.7852 -1.1161  0.00
H -0.1789 6.4778 1.2183  0.00
H -0.5970 4.2356 2.0981  0.00
H 1.4207 0.4571 2.1183  0.00
H 2.5051 0.4760 4.3282  0.00
H 1.5134 1.8014 6.1698  0.00
H -0.5937 3.0386 5.7700  0.00
H -1.6843 2.9765 3.6247  0.00
H -2.3353 0.3085 -1.0240  0.00
H -4.7531 0.3527 -1.4719  0.00
H -6.2464 1.7134 -0.0426  0.00
H -5.2798 3.0675 1.7833  0.00
H -2.8769 3.0810 2.1747  0.00
C -3.5961 -0.5789 3.7124  0.00
C -2.2148 -0.5483 3.7769  0.00
C -1.4534 -0.9071 2.6801  0.00
C -2.0610 -1.3155 1.4912  0.00
C -3.4630 -1.3814 1.4554  0.00
C -4.2138 -0.9946 2.5413  0.00
N -1.3229 -1.7047 0.3811  -0.03
C -1.6114 -2.9706 -0.0481  0.00
C -2.0319 -3.9557 0.8702  0.00
C -2.3258 -5.2351 0.4620  0.00
C -2.2203 -5.5926 -0.8737  0.00
C -1.7951 -4.6440 -1.7925  0.00
C -1.4914 -3.3616 -1.3905  0.00
H -4.1906 -0.2960 4.5700  0.00
H -1.7182 -0.2586 4.6921  0.00
H -0.3768 -0.9193 2.7388  0.00
H -3.9467 -1.7330 0.5543  0.00
H -5.2921 -1.0254 2.4810  0.00
H -2.1158 -3.6945 1.9155  0.00
H -2.6409 -5.9602 1.1999  0.00
H -2.4706 -6.5928 -1.1923  0.00
H -1.7116 -4.9080 -2.8394  0.00
H -1.1791 -2.6241 -2.1059  0.00

The calculation puts the HOMO-LUMO gap (spin up / spin down) at 6.32 / 6.35 eV. The LUMO energy (spin up / spin down) is 0.270 / 0.319 eV. The spin multiplicity is 2. The HOMO energy (spin up / spin down) is -6.0 / -6.0 eV.

=====

no.,maximum force (eV/A)
1,1.5
2,1.5